# 1
9
Properties=species:S:1:pos:R:3 method="wB97M-V/def2-TZVPD" e_tot_ha=-291.97266 total_charge=0
C -0.60495 0.89714 -0.15713
H 2.33964 0.43078 0.66806
C 1.71117 -0.43115 0.28282
C 0.42681 -0.26230 -0.00864
H 2.01781 -1.50281 0.21483
F -2.95620 0.26525 0.18934
C -1.67708 0.04880 0.10220
C -0.86288 -0.99693 -0.43419
H -0.39434 1.55123 -0.85728

# 2
14
Properties=species:S:1:pos:R:3 method="wB97M-V/def2-TZVPD" e_tot_ha=-676.56767 total_charge=0
O -2.23201 1.30550 0.62048
H 0.98495 -0.20585 -3.24648
N 0.45501 -0.06186 -0.11150
F 0.43700 -0.17966 2.48152
H 0.59245 -2.23669 0.41805
F 0.45656 1.88668 1.75886
H -0.02071 1.55995 -1.09595
N 0.86820 -1.55292 -1.58140
C 0.82651 -0.34943 -2.18614
F -1.87175 -0.73765 1.48054
C -0.15686 0.71390 1.70953
C -1.57181 0.55834 1.27662
C 0.55046 0.65566 -1.24806
C 0.68202 -1.35597 -0.27607

# 3
9
Properties=species:S:1:pos:R:3 method="wB97M-V/def2-TZVPD" e_tot_ha=-246.79395 total_charge=0
C -0.25834 -0.91467 0.89670
H 0.91900 1.38215 -0.68546
H 1.91635 -0.74785 0.71718
C 0.91905 -0.56412 0.37378
C -0.90447 0.43628 -0.04983
C -1.59528 -0.88624 0.63167
C 0.43936 0.40178 -0.70527
N -1.87737 0.87638 0.54964
H 0.44172 0.01630 -1.72841

# 4
13
Properties=species:S:1:pos:R:3 method="wB97M-V/def2-TZVPD" e_tot_ha=-527.39146 total_charge=-1
O 5.10920 -0.56961 -0.99517
N 4.37685 -0.16100 -0.09504
O 1.73597 2.89146 0.29335
H 0.75387 -1.75673 -0.00806
C 0.86854 -0.68152 -0.16561
H -1.20125 1.94026 0.40117
H -1.07735 -0.55376 -0.30967
C 0.77363 2.26127 0.12376
O 4.85810 0.40744 0.94575
C -0.28418 1.52391 0.06005
N 2.06131 -0.06498 -0.19432
C 3.16430 -0.58227 0.05637
C -0.25378 0.00564 -0.12010

# 5
11
Properties=species:S:1:pos:R:3 method="wB97M-V/def2-TZVPD" e_tot_ha=-356.46064 total_charge=0
N -3.21193 -0.30877 -0.01462
C -2.03574 -0.15634 0.08080
N 2.51460 -0.89342 -0.06737
H 3.26247 -0.29423 -0.08584
C 0.12078 -1.02825 0.09452
H -0.25994 2.51194 0.00317
C -0.63531 0.01987 -0.13519
N 1.31083 1.17673 0.17298
H -0.17775 -2.19155 0.03422
C 1.34707 -0.25027 -0.00329
C 0.01666 1.44033 -0.13492

# 6
11
Properties=species:S:1:pos:R:3 method="wB97M-V/def2-TZVPD" e_tot_ha=-356.54315 total_charge=0
N 3.14331 0.00527 0.09643
N -2.17089 -0.12624 0.02981
C 1.99283 0.03454 -0.04517
C -1.55188 1.06192 0.05900
C -0.10234 -1.15329 -0.03793
H 0.46446 -2.09784 0.06466
H 0.37272 2.21217 -0.04455
C 0.56427 0.04800 -0.09377
N -1.41404 -1.22966 0.01059
H -2.18070 1.94041 0.11799
C -0.16375 1.24211 -0.06478

# 7
11
Properties=species:S:1:pos:R:3 method="wB97M-V/def2-TZVPD" e_tot_ha=-356.53420 total_charge=0
N 3.31289 0.60153 0.02915
C 0.00944 -0.30202 -0.10181
C -0.35744 1.14103 -0.13001
C 2.34929 -0.08046 0.02918
C 1.21720 -0.89255 -0.09896
H 1.26068 -1.95957 0.04690
C -2.09520 -0.18940 0.01142
N -1.67289 1.21634 0.01079
H -3.14632 -0.37688 0.25761
H 0.30498 1.94541 -0.03192
N -1.18261 -1.10342 -0.02236

# 8
13
Properties=species:S:1:pos:R:3 method="wB97M-V/def2-TZVPD" e_tot_ha=-506.88758 total_charge=0
O -3.02028 1.42013 -0.20019
N -3.17671 -0.61240 0.34198
C 0.18888 0.21790 -0.19566
N 2.41430 1.27882 -0.04954
O 3.68012 -0.45247 -0.04421
H 2.28797 -1.98436 -0.01100
N 3.61840 0.93715 -0.02718
C 2.44456 -0.91232 -0.06793
C 1.60293 0.16522 -0.09527
C -2.46551 0.23283 -0.34941
H -3.80695 0.99183 0.55383
H -2.74763 -1.53226 0.39385
C -1.02007 0.24995 -0.24929

# 9
13
Properties=species:S:1:pos:R:3 method="wB97M-V/def2-TZVPD" e_tot_ha=-506.89345 total_charge=0
N 0.19443 1.74973 -0.01699
C -1.65344 -0.00367 -0.10430
N 3.23949 -0.03702 0.28519
H -1.82421 -0.61350 0.83233
C 2.20242 -0.42753 -0.04317
O 1.28443 2.08808 -0.38278
N 0.06722 -3.10301 0.15569
C 0.45464 -2.03855 -0.03515
H -2.21098 0.94898 -0.03699
C 0.80505 -0.69906 -0.10510
O -0.56511 2.47348 0.52300
C -0.24644 0.36074 -0.12971
H -1.74751 -0.69868 -0.94202